The following is a quantum chemistry calculation of 2 unconnected molecules or ions with the total composition C5H14NO in a non-equilibrium geometry, from the OMol25 dataset.

HOMO energy   -13.47 eV
ΔE to the lowest compared entry with this formula, charge and spin   92.5 kcal per mole
LUMO energy   -3.035 eV
Charge   +1

Geometry as XYZ:
```
21
Properties=species:S:1:pos:R:3:forces:R:3
O 0.619518 -0.390913 -1.637340 -2.5 0.5 -1.0
N -0.622476 0.300140 0.222901 -2.2 -1.2 -3.3
C 0.894705 -1.725893 0.277426 -0.2 2.3 3.0
C -1.068647 1.382454 -0.711500 -2.0 0.6 1.6
C -1.908795 -0.583974 0.455359 1.1 -0.8 1.2
C 0.583879 -0.384425 -0.306196 4.6 2.0 2.4
C 1.877258 1.088905 0.465370 -0.7 -4.6 0.4
H 1.435686 1.087793 1.482810 0.9 0.2 -0.4
H -1.547422 -1.627972 0.426519 -0.5 0.6 -0.3
H -2.091331 -0.437574 1.546973 -0.7 0.2 -1.1
H 1.756146 -2.188363 -0.095103 1.6 -0.1 -0.4
H 1.478430 -0.410189 -2.004591 1.5 -0.1 -0.4
H -2.776496 -0.430522 -0.262203 1.5 0.2 1.0
H 0.861568 -1.674246 1.403610 0.4 -0.2 -1.1
H 1.446714 1.831688 -0.123516 0.3 1.6 -1.0
H 3.002798 0.804973 0.434297 -2.3 0.7 -0.2
H -0.424321 2.224565 -0.773518 0.9 0.3 -0.1
H -0.344531 0.770193 1.039118 0.2 0.3 1.6
H 0.142687 -2.347955 0.004362 -2.4 -2.2 -0.9
H -1.986168 1.727704 -0.183029 0.5 0.1 -0.8
H -1.329196 0.983609 -1.661751 0.0 -0.3 -0.6
```
Forces are in eV/Å.

Mulliken atomic charge list, values in e, 2 entries: O -0.51; N 0.04

=====

The following is a quantum chemistry calculation of 2 unconnected molecules or ions with the total composition C5H14NO in a non-equilibrium geometry, from the OMol25 dataset.

HOMO energy   -12.57 eV
ΔE to the lowest compared entry with this formula, charge and spin   46.7 kcal per mole
LUMO energy   -3.408 eV
Charge   +1

Geometry as XYZ:
```
21
Properties=species:S:1:pos:R:3:forces:R:3
O -1.489804 -2.654058 1.296235 0.1 0.0 0.0
N 1.339640 -1.776251 -0.151422 2.8 0.5 -0.4
C -0.410878 0.858017 0.168846 0.4 0.1 0.2
C -0.466291 2.032824 -0.462784 -1.2 -0.3 0.9
C -1.484059 2.364405 -1.524397 0.6 1.3 0.6
C 0.793778 0.404492 0.970661 -0.6 -0.6 -1.3
C 1.770540 -0.295928 -0.018535 -1.5 -0.2 0.8
H -1.171885 3.321046 -1.949712 0.1 -0.2 -0.4
H 2.764645 -0.361886 0.394245 0.4 0.3 -0.3
H 1.649119 0.123846 -1.007425 0.6 0.2 -0.1
H 2.212415 -2.218180 -0.456066 0.0 -0.3 0.1
H 0.045011 2.866418 0.017383 0.8 -0.1 -0.7
H 0.740853 -1.996553 -0.932407 -1.3 0.1 0.4
H 1.161939 -2.162233 0.774945 -1.0 -0.3 -0.3
H -1.919822 -2.383062 2.113623 0.1 0.1 0.1
H -2.441995 2.642116 -1.078293 -0.2 -0.6 -0.1
H 1.304087 1.226513 1.464847 0.0 -0.2 0.3
H -1.526682 1.616232 -2.306574 -0.3 -0.1 0.1
H -1.229489 0.142329 0.145664 0.2 -0.2 -0.8
H 0.444533 -0.422734 1.590492 0.2 0.6 1.0
H -2.085653 -3.327352 0.950674 0.1 -0.1 -0.1
```
Forces are in eV/Å.

Mulliken atomic charge list, values in e, 2 entries: O -0.60; N -0.31

=====

The following is a quantum chemistry calculation of 2 unconnected molecules or ions with the total composition C5H14NO2 in a non-equilibrium geometry, from the OMol25 dataset.

HOMO energy   -3.05 eV
ΔE to the lowest compared entry with this formula, charge and spin   22.0 kcal per mole
LUMO energy   3.997 eV
Charge   -1

Geometry as XYZ:
```
22
Properties=species:S:1:pos:R:3:forces:R:3
O 1.329156 -1.351276 1.142826 0.9 0.8 -0.5
O 1.650858 -2.189121 -1.360481 0.1 -0.8 0.5
N -1.760540 1.196707 -1.303371 0.6 -0.1 -0.7
C 0.431534 2.339973 -1.161042 0.7 -2.1 0.1
C 0.144557 -1.473989 1.745552 -0.6 0.2 -0.6
C -0.434611 0.887177 0.728457 -0.5 0.6 1.3
C -0.387661 1.056665 -0.791114 -0.4 1.4 1.0
C -1.041234 -0.401435 1.283625 1.6 -1.4 0.3
H -1.028961 1.691608 1.196765 -0.2 0.4 -0.6
H 0.528448 1.077940 1.222457 0.2 -0.6 -0.5
H -0.245012 -2.485678 1.420098 -0.5 0.4 1.2
H -2.112564 0.346889 -1.713081 -0.3 -0.1 0.3
H 0.131049 2.845417 -2.070675 -0.8 0.3 0.3
H 0.499473 2.917846 -0.238470 0.2 0.6 -0.5
H -2.355652 1.568970 -0.576599 -0.2 -0.4 -0.1
H -1.650091 -0.180162 2.162545 -0.1 0.0 0.0
H 1.397755 1.913958 -1.473540 0.3 0.6 0.7
H 0.160774 0.177260 -1.086757 -0.4 -0.5 -0.9
H 1.671569 -1.986285 -0.370580 -0.6 0.0 0.2
H 1.856889 -1.339265 -1.713825 0.2 0.9 -0.5
H 0.239452 -1.315479 2.866837 -0.4 -0.6 -0.5
H -1.652274 -0.996661 0.603875 -0.1 0.5 -0.4
```
Forces are in eV/Å.

Mulliken atomic charge list, values in e, 2 entries: O -0.89; O -0.72

=====

The following is a quantum chemistry calculation of 2 unconnected molecules or ions with the total composition C5H14NO2 in a non-equilibrium geometry, from the OMol25 dataset.

HOMO energy   -3.16 eV
ΔE to the lowest compared entry with this formula, charge and spin   16.7 kcal per mole
LUMO energy   3.689 eV
Charge   -1

Geometry as XYZ:
```
22
Properties=species:S:1:pos:R:3:forces:R:3
O -1.587727 -0.957718 -2.059995 -0.6 -0.1 -0.3
O -1.638181 -3.138316 -0.841203 0.9 -1.3 0.4
N 0.462216 1.474395 -0.451823 0.3 0.0 1.9
C -0.452143 1.143535 -1.531789 -0.5 0.1 -0.2
C -0.155744 1.305592 0.889629 -0.3 1.2 -0.7
C 1.208871 -0.560918 1.994190 0.1 1.2 -0.1
C 0.841877 0.948370 1.979529 -0.7 -0.9 0.2
C -0.406880 -0.351170 -2.062596 0.7 1.3 0.0
H 0.076701 -0.211966 -3.074361 -0.1 -0.6 0.1
H -0.786498 -3.535232 -1.127959 -1.0 0.5 0.3
H -0.988151 0.597116 0.820826 0.2 -0.4 0.3
H -1.649640 -2.226358 -1.284481 0.1 0.5 -0.5
H 1.250940 0.842123 -0.371352 0.0 -0.2 -1.0
H 1.942778 -0.776332 1.220386 0.0 -0.2 0.0
H -0.346709 1.944632 -2.285345 0.3 -0.6 -0.3
H -0.636815 2.266882 1.148608 0.1 -0.2 0.0
H 0.360622 -0.857490 -1.406150 0.0 0.1 -0.2
H 1.727793 1.582579 1.943161 0.0 0.1 -0.1
H 0.326440 1.143989 2.925153 0.2 0.2 0.1
H -1.488056 1.286838 -1.200238 0.1 -0.1 0.3
H 1.634376 -0.788565 2.969981 0.1 -0.3 0.0
H 0.303937 -1.131985 1.805819 0.1 -0.3 0.1
```
Forces are in eV/Å.

Mulliken atomic charge list, values in e, 2 entries: O -0.88; O -0.77

=====

The following is a quantum chemistry calculation of 2 unconnected molecules or ions with the total composition C5H14NO2 in a non-equilibrium geometry, from the OMol25 dataset.

HOMO energy   -2.20 eV
ΔE to the lowest compared entry with this formula, charge and spin   58.9 kcal per mole
LUMO energy   3.768 eV
Charge   -1

Geometry as XYZ:
```
22
Properties=species:S:1:pos:R:3:forces:R:3
O 2.176482 0.578511 4.794056 0.3 -0.4 -0.6
O 0.834633 -2.082228 1.181932 -0.2 -0.9 0.5
N -1.126945 0.221664 -0.808245 1.7 1.8 -0.4
C -1.235363 -0.137406 -2.204725 0.2 0.0 -0.2
C 0.233456 -0.008650 -0.224159 -1.7 -3.3 1.4
C -0.185579 -1.333735 0.911872 0.5 3.0 -0.5
C -1.518521 1.625702 -0.647515 -1.7 -0.4 0.2
C 1.344783 -0.651530 -0.995269 0.8 1.5 -1.3
H 2.610879 -0.284655 4.808501 0.0 0.1 0.4
H -2.217033 0.188707 -2.552361 -0.3 -0.7 0.0
H 2.005513 0.120109 -1.424973 0.1 0.0 -0.1
H 1.047939 -1.242202 -1.865729 -0.2 -0.2 0.3
H -1.000765 -1.195685 -2.312474 -0.7 -0.2 -0.1
H 0.543615 0.833777 0.376604 0.1 0.3 0.0
H -2.547122 1.652869 -0.256480 -0.1 -0.1 -0.1
H -0.543848 0.342541 -2.929996 0.3 0.4 0.5
H 1.953198 -1.262096 -0.320025 -0.4 -0.1 0.1
H -0.982671 2.206525 0.102188 0.6 -0.2 -0.3
H -1.610232 2.121571 -1.614379 0.5 0.5 -0.1
H 1.946232 0.596289 3.853787 -0.3 0.3 0.1
H -1.129935 -1.632263 0.398082 0.4 -0.9 -0.1
H -0.598716 -0.657816 1.729310 0.1 -0.3 0.3
```
Forces are in eV/Å.

Mulliken atomic charge list, values in e, 2 entries: O -0.67; O -0.86

=====

The following is a quantum chemistry calculation of 2 unconnected molecules or ions with the total composition C5H14NO2 in a non-equilibrium geometry, from the OMol25 dataset.

HOMO energy   -2.54 eV
ΔE to the lowest compared entry with this formula, charge and spin   22.5 kcal per mole
LUMO energy   3.730 eV
Charge   -1

Geometry as XYZ:
```
22
Properties=species:S:1:pos:R:3:forces:R:3
O -2.855976 -2.041279 1.876160 -0.1 -0.8 1.0
O 0.221933 0.757656 -2.759225 0.1 -0.2 -0.3
N -0.232437 -1.171142 0.370107 -0.6 -0.3 0.0
C 2.150098 0.619537 0.489033 1.6 0.0 -0.7
C 0.403890 -0.276458 -1.935827 -1.0 0.9 0.7
C 0.737605 1.124767 0.151271 0.4 -1.3 1.3
C -0.129247 0.035527 -0.485064 0.8 0.1 0.2
C 0.132862 1.623290 1.516241 0.1 -0.2 -1.1
H -3.637289 -1.711277 1.460359 -0.5 0.4 -0.5
H -0.149831 -1.234655 -2.165610 0.1 -0.1 -0.4
H -0.708638 -1.852026 -0.220807 0.1 -0.1 0.0
H 1.473423 -0.557612 -1.792490 0.1 -0.4 0.0
H 0.811256 1.458230 2.351206 0.2 0.3 -0.1
H -0.720176 0.977155 1.746532 -0.3 0.6 -0.1
H 2.881677 1.405009 0.247634 -0.1 0.0 0.4
H 2.317565 0.298936 1.507812 -0.3 0.4 0.6
H -0.072620 2.690863 1.414859 -0.5 -0.1 0.4
H -2.105379 -1.785693 1.346032 0.8 0.5 -0.4
H 0.812210 1.881500 -0.631053 -0.1 0.1 0.2
H -1.126392 0.490713 -0.514183 -0.1 -0.3 -0.5
H 0.658162 -1.620971 0.566897 0.1 0.4 -0.1
H 2.606877 -0.238163 -0.021029 -0.8 0.0 -0.7
```
Forces are in eV/Å.

Mulliken atomic charge list, values in e, 2 entries: O -0.71; O -0.89

=====

Number 1: HOMO-LUMO gap 10.44 eV. Number 2: HOMO-LUMO gap 9.16 eV. Number 3: HOMO-LUMO gap 7.04 eV. Number 4: HOMO-LUMO gap 6.85 eV. Number 5: HOMO-LUMO gap 5.97 eV. Number 6: HOMO-LUMO gap 6.27 eV.